Here is a structure of composition C20H45N2OP3SSc at a distorted geometry from OMol25. Energies are from ωB97M-V/def2-TZVPD.

```
73
Properties=species:S:1:pos:R:3:forces:R:3
Sc -0.5561 -0.0414 -0.2081 3.56 1.17 2.22
P -0.2446 -1.2589 2.1592 0.25 -0.38 0.44
P -2.0089 -1.4472 -1.5320 -1.55 -1.32 -1.07
P -1.2560 2.0322 1.4130 -0.64 1.14 0.50
H 3.1888 1.5942 -1.2501 0.18 0.66 0.38
C 3.0951 2.2736 -0.3838 -0.82 -1.19 0.13
C 3.2625 1.7684 0.8426 -0.94 -0.23 -0.09
H 3.4403 0.6819 0.9667 0.31 0.92 0.09
C 0.6405 -2.8568 2.2428 0.07 -0.17 -0.27
C -1.9409 -1.7913 2.5848 0.02 0.17 0.07
C 0.4444 -0.4576 3.6590 -0.11 0.11 -0.18
C -1.7760 -1.2895 -3.3324 0.12 -0.46 -0.42
C -1.7093 -3.2061 -1.1416 0.07 -0.22 0.48
C -3.7129 -0.8878 -1.1541 -0.24 0.00 0.24
C -0.0629 3.0231 2.3685 0.62 -0.22 -0.12
C -2.4352 1.6951 2.7595 -0.19 -0.25 -0.16
C -2.1470 3.3800 0.5443 -0.19 -0.23 -0.47
H 2.6309 3.2397 -0.5593 0.67 0.16 0.02
H 3.0202 2.3337 1.7543 0.46 -0.23 -0.43
H 1.7213 -2.6862 2.3906 -0.54 -0.10 -0.03
H 0.5015 -3.4359 1.3164 0.04 0.14 0.42
H 0.2177 -3.4206 3.0936 0.37 0.17 -0.33
H -2.4488 -2.2304 1.7126 0.12 0.07 0.32
H -2.5267 -0.9374 2.9467 0.06 -0.40 0.01
H -1.8296 -2.5574 3.3605 -0.39 0.18 -0.05
H 1.5265 -0.3065 3.5069 -0.42 -0.06 0.10
H 0.2793 -1.1443 4.5047 0.09 0.34 -0.19
H -0.0238 0.5170 3.8522 0.22 -0.48 0.08
H -2.3985 -0.4933 -3.7443 -0.19 -0.20 0.08
H -1.9994 -2.2563 -3.8393 0.05 0.69 0.31
H -0.7323 -1.0306 -3.5511 -0.05 -0.28 -0.05
H -2.4649 -3.8321 -1.6372 0.20 0.09 0.24
H -1.6942 -3.3931 -0.0453 -0.30 0.12 -0.70
H -0.7036 -3.4804 -1.4986 -0.41 0.24 -0.14
H -4.4465 -1.3841 -1.8139 0.22 0.31 0.30
H -3.7646 0.2173 -1.2689 0.01 -0.63 -0.26
H -3.9808 -1.0802 -0.0985 0.13 -0.16 -0.45
H -0.5666 3.9432 2.6913 0.12 -0.24 -0.08
H 0.8127 3.2683 1.7598 -0.11 0.08 0.19
H 0.2615 2.4658 3.2541 0.05 0.22 -0.21
H -2.8269 2.6598 3.0960 0.01 -0.18 0.05
H -1.9338 1.1979 3.5922 -0.21 0.07 -0.06
H -3.2600 1.0769 2.3980 -0.07 0.12 0.18
H -2.3537 4.1751 1.2760 0.00 -0.26 -0.27
H -3.0954 2.9976 0.1349 0.21 0.19 0.17
H -1.5700 3.7876 -0.2973 -0.19 -0.12 0.41
C -0.5094 2.4744 -2.5715 -0.91 1.04 -1.52
C -1.1810 2.2379 -3.7956 0.10 -0.09 0.64
C -1.7020 3.3156 -4.5004 0.82 0.04 -0.02
C -1.4303 4.6275 -4.1219 -0.02 -0.71 0.48
C -0.7223 4.8248 -2.9533 0.80 -0.06 0.56
C -0.1594 3.7680 -2.1792 -0.40 -0.10 0.21
O -0.4476 1.3476 -1.6992 0.02 -1.95 -0.70
H -0.8219 0.5314 -2.2109 0.73 2.11 -0.23
H -1.2303 1.2098 -4.2049 -0.31 0.76 0.40
H -2.2971 3.1772 -5.3708 -0.16 -0.42 -0.69
H -1.7444 5.4482 -4.7562 -0.20 0.01 0.34
H -0.6374 5.8389 -2.5854 0.51 0.02 -0.04
H 0.4894 3.9911 -1.2950 -0.93 -0.29 -0.79
C 4.3757 -2.4384 1.5524 0.54 0.09 -0.34
N 3.8674 -1.9050 0.2850 -1.82 0.49 -0.99
C 2.7861 -2.3771 -0.3825 0.55 -1.08 1.35
S 1.6850 -1.2406 -1.1826 -0.18 -0.27 0.16
N 2.5634 -3.7210 -0.3563 0.45 1.51 -0.73
C 3.6190 -4.7691 -0.3379 -0.15 -0.67 -0.09
H 3.8167 -3.3122 1.8580 -0.08 -0.10 -0.01
H 4.2865 -1.6659 2.3159 0.09 0.00 -0.03
H 5.4205 -2.6979 1.4073 0.10 -0.09 0.33
H 4.0306 -0.9153 0.1026 0.10 -0.44 0.17
H 1.7282 -3.9852 -0.8541 -0.04 -0.09 -0.02
H 3.2540 -5.6342 0.2378 0.05 0.39 -0.19
H 3.8541 -5.1237 -1.3614 -0.24 0.41 0.49
H 4.5333 -4.4296 0.1345 -0.08 0.16 -0.13
```
Forces are in eV/Å.

Calculated values
* E_HOMO: -16.948 eV
* total charge: +3
* relative energy (zero: lowest compared OMol25 entry of this formula, charge and spin): 40.6 kcal/mol
* gap between HOMO and LUMO: 0.268 hartree
* molar mass: 499.54 g/mol
* lowest unoccupied orbital energy: -9.7 eV